Record 1
C10H28O6S4Tl as an isolated structure. Source: the OMol25 dataset; level of theory: ωB97M-V with the def2-TZVPD basis set.

Properties
energy relative to the best compared isomer or geometry (same formula, charge and spin)	0.00	kJ/mol
Kohn-Sham gap	0.179	hartree
net charge	+1

Cartesian coordinates (Å):
Tl -0.490 0.771 -0.864
S -4.234 1.020 0.879
S 1.545 -2.680 -2.218
S -0.407 2.396 2.924
S 3.200 0.552 0.577
O 2.214 1.370 -0.230
O -1.910 1.169 -3.432
O -2.315 -1.422 -1.622
O 1.437 -1.326 -1.538
O -0.330 2.496 1.430
O -3.082 1.684 0.191
C -2.756 0.163 -3.651
C 1.303 2.021 3.422
C 0.411 -3.831 -1.367
C -2.599 -1.371 -2.948
C -0.392 4.115 3.611
C -5.194 -0.043 -0.248
C -3.512 -0.306 1.986
C 4.521 1.716 1.174
C 4.380 -0.186 -0.563
C 3.172 -3.445 -1.940
H 5.425 1.306 1.620
H -4.577 -0.863 -0.615
H -3.091 -1.058 1.314
H 4.917 0.531 -1.182
H 3.037 -4.491 -2.230
H 1.951 2.794 3.013
H -0.673 4.139 4.666
H 0.533 4.634 3.374
H -0.549 -3.702 -1.857
H 3.501 -3.416 -0.902
H 1.588 1.062 2.990
H -4.201 -0.790 2.674
H -5.663 0.597 -0.992
H 5.160 -0.658 0.040
H -3.809 0.406 -3.471
H 3.967 -3.141 -2.619
H 4.000 2.330 1.910
H -1.677 -1.758 -3.394
H 1.348 1.913 4.506
H 0.784 -4.851 -1.454
H 3.881 -0.954 -1.146
H -2.652 0.139 2.482
H -5.990 -0.501 0.342
H -2.694 -0.023 -4.729
H 4.807 2.403 0.378
H 0.408 -3.543 -0.317
H -1.258 4.656 3.224
H -3.436 -2.023 -3.196

Atom charges from the Mulliken analysis, given in e for atoms 1 to 2: atom 1 (Tl): 1.0188, atom 2 (S): 0.3836

***

Record 2
A 2-piece molecular cluster, H3S3 overall. Source: the OMol25 dataset; level of theory: ωB97M-V with the def2-TZVPD basis set.

Properties
energy relative to the best compared isomer or geometry (same formula, charge and spin)	80.13	kJ/mol
Kohn-Sham gap	0.233	hartree
net charge	-1

Cartesian coordinates (Å):
S -1.553 1.212 -1.153
S 2.065 -0.601 1.633
S -0.078 -0.229 -0.291
H 0.513 0.863 -0.022
H 1.336 -1.639 1.747
H -2.283 0.393 -1.914

Atom charges from the Mulliken analysis, given in e for atoms 1 to 2: atom 1 (S): -0.3744, atom 2 (S): -0.7417